[1]
Density functional theory data (the ωB97M-V functional and the def2-TZVPD basis) for C4H7NO3 in the gas phase.

Each line ends with the Mulliken charge.
Cartesian coordinates (Å):
O: 1.136 1.434 -1.407  -0.49
O: -0.615 -2.719 -0.229  -0.44
O: -0.344 2.577 -0.064  -0.48
N: 1.230 -0.717 1.235  -0.67
C: -0.246 -0.545 0.889  0.18
C: -0.909 -1.940 0.643  -0.08
C: 0.193 1.423 -0.680  0.25
C: -0.552 0.215 -0.432  -0.56
H: 0.223 3.393 -0.356  0.37
H: 1.650 -1.401 0.540  0.29
H: -0.397 -0.591 -1.267  0.36
H: 1.677 0.156 1.115  0.29
H: -1.627 -2.191 1.459  0.31
H: -0.769 -0.002 1.687  0.29
H: -1.698 0.388 -0.747  0.37

Atoms 1-3, force components in eV/Å:
O 0.946 0.805 -0.182
O -0.198 0.917 0.487
O 2.043 0.418 -1.306

The calculation puts the highest occupied orbital energy at -9.992 eV. As for the SMILES: N[C@H](C=O)CC(=O)O. The energy above the lowest of the compared OMol25 structures with the same formula, charge and spin is 52.7 kcal/mol. As for the LUMO energy: 0.553 eV. As for the total energy: -11892.992 eV.



[2]
Density functional theory data (the ωB97M-V functional and the def2-TZVPD basis) for a molecular structure, C33H67N2O4PtSSbSi6.

Each line ends with the Mulliken charge.
Cartesian coordinates (Å):
Pt: 1.338 -0.395 0.361  3.95
Sb: -0.138 1.798 0.280  -1.60
S: -3.898 -0.487 -0.704  1.39
Si: -1.133 0.308 -3.596  1.06
Si: 3.082 -2.890 -0.558  0.68
Si: 0.669 4.151 -0.593  1.09
Si: 3.863 -0.914 1.868  -0.93
Si: -1.029 2.167 2.716  0.88
Si: 4.507 -0.081 -1.106  -0.17
O: -0.186 -1.769 -0.401  -1.03
O: -3.870 -0.104 -2.089  -0.74
O: -3.054 0.190 0.254  -0.15
O: -0.880 -0.478 -2.036  -1.18
N: -3.466 -2.071 -0.655  -0.19
N: 1.136 -1.210 2.331  -0.15
C: -1.955 -0.823 -4.801  -1.20
C: 2.337 -1.413 2.908  0.51
C: 6.289 -0.454 -0.669  -0.99
C: 1.393 4.082 -2.299  -0.85
C: 4.265 -0.481 -2.913  -0.91
C: -1.606 3.932 2.818  -1.21
C: 4.188 1.752 -0.874  -0.52
C: 4.737 -3.743 -0.737  -1.20
C: -0.003 -2.119 4.194  -0.92
C: 3.373 -1.103 0.036  -0.40
C: 1.213 -2.324 4.829  -0.74
C: 1.870 4.670 0.732  -0.92
C: 2.387 -1.976 4.177  -0.63
C: 2.196 -2.864 -2.220  -0.22
C: -1.508 -2.839 -2.034  -0.65
C: -0.813 -1.630 -1.469  0.29
C: -7.116 -0.517 1.669  -0.90
C: 2.043 -3.865 0.657  -0.69
C: -1.978 1.911 -3.212  -0.88
C: -3.043 -2.775 -1.859  -1.00
C: -5.810 -0.575 1.225  -0.64
C: -8.169 -0.280 0.780  0.86
C: -7.877 -0.108 -0.569  -0.82
C: 4.265 0.837 2.381  -0.69
C: 5.224 -2.092 2.358  -1.17
C: -0.002 -1.559 2.932  -0.41
C: -0.918 5.130 -0.599  -1.15
C: 0.488 1.852 3.773  -0.49
C: -5.549 -0.404 -0.130  0.03
C: -9.582 -0.188 1.278  -1.50
C: 0.645 0.555 -4.068  -0.88
C: -2.439 1.011 3.086  -0.66
C: -6.572 -0.169 -1.035  -0.47
H: 6.108 -1.977 1.731  0.42
H: 6.527 -1.513 -0.776  0.29
H: 4.545 2.287 -1.758  0.69
H: -0.938 -2.391 4.663  0.53
H: -1.103 -3.705 -1.514  0.51
H: 6.922 0.094 -1.372  0.43
H: -1.261 -2.931 -3.091  0.40
H: 3.252 -0.285 -3.268  0.13
H: 3.345 -2.152 4.647  0.56
H: 1.245 -2.761 5.819  0.48
H: -1.979 -0.313 -5.769  0.46
H: -2.518 0.883 4.169  0.61
H: 5.289 -3.794 0.202  0.29
H: -1.383 -1.740 -4.954  0.36
H: 2.229 3.397 -2.406  0.12
H: 0.630 3.834 -3.037  0.24
H: 1.147 1.246 -3.384  0.04
H: 0.740 0.958 -5.079  0.59
H: 1.759 5.087 -2.535  0.43
H: -2.983 -1.069 -4.538  0.30
H: 4.939 0.160 -3.488  0.50
H: 2.474 -3.905 1.660  0.24
H: 1.403 4.719 1.717  0.28
H: 1.974 -4.895 0.298  0.63
H: -5.001 -0.745 1.926  0.31
H: 4.897 -3.132 2.304  0.38
H: 5.522 -1.880 3.388  0.48
H: 4.517 -1.513 -3.156  0.26
H: -3.371 1.440 2.718  0.38
H: -8.682 0.075 -1.269  0.40
H: -0.913 -1.388 2.372  0.37
H: 2.728 4.000 0.783  0.16
H: -1.681 4.739 0.072  0.24
H: 2.880 -3.096 -3.038  0.61
H: 0.718 2.738 4.369  0.58
H: -2.330 0.034 2.620  -0.26
H: -2.215 1.975 -2.149  -0.02
H: -3.501 -2.270 -2.703  0.20
H: -2.920 2.020 -3.750  0.55
H: 0.305 1.023 4.461  0.36
H: 2.243 5.670 0.490  0.48
H: 3.500 1.544 2.053  -0.12
H: -3.433 -3.792 -1.831  0.46
H: -0.715 6.162 -0.302  0.40
H: -10.291 -0.506 0.517  0.39
H: 6.576 -0.138 0.335  0.28
H: 1.375 1.607 3.189  -0.34
H: 4.713 2.161 -0.011  0.40
H: -7.331 -0.655 2.721  0.40
H: -1.333 2.749 -3.485  0.46
H: 1.185 -0.394 -4.049  0.22
H: -2.465 4.117 2.172  0.34
H: -0.831 4.667 2.598  0.33
H: 5.376 -3.273 -1.484  0.32
H: -1.934 4.099 3.850  0.38
H: -9.821 0.845 1.541  0.30
H: 1.026 -3.474 0.733  -0.16
H: 3.123 1.960 -0.757  -0.53
H: -9.730 -0.798 2.168  0.39
H: 5.223 1.172 1.982  0.41
H: -3.032 -2.335 0.218  0.36
H: 4.552 -4.770 -1.064  0.40
H: 4.327 0.888 3.471  0.44
H: 1.404 -3.618 -2.227  0.51
H: -1.335 5.147 -1.607  0.36
H: -6.348 -0.036 -2.084  0.48
H: 1.749 -1.892 -2.436  -0.81

Atoms 1-3, force components in eV/Å:
Pt 0.074 0.005 -0.199
Sb -0.057 0.197 0.153
S 0.006 -0.074 0.018

Its spin multiplicity is 5. The calculation puts the highest occupied orbital energy (alpha / beta) at -12.764 / -13.368 eV. The energy above the lowest of the compared OMol25 structures with the same formula, charge and spin is 2.1 kcal/mol. As for the LUMO energy (alpha / beta): -4.590 / -7.694 eV. As for the expectation value of S²: 6.012. As for the charge: +2. As for the total energy: -114355.917 eV.



[3]
Density functional theory data (the ωB97M-V functional and the def2-TZVPD basis) for C3H2BrNO2 in the gas phase.

Each line ends with the Mulliken charge.
Cartesian coordinates (Å):
Br: 3.008 -0.393 -0.094  -0.10
O: -0.317 -1.793 -0.523  -0.42
O: 0.836 2.654 -0.477  -0.46
N: 0.122 0.413 0.007  -0.09
C: 1.465 0.390 0.733  -0.26
C: 0.840 1.547 -0.093  0.52
C: -0.500 -0.634 -0.704  0.15
H: -0.994 -0.113 -1.478  0.36
H: 1.625 0.351 1.856  0.31

Atoms 1-3, force components in eV/Å:
Br -0.306 -0.214 -0.140
O -0.217 -0.083 0.312
O 0.067 0.722 -0.599

The calculation puts the highest occupied orbital energy at -10.039 eV. As for the SMILES: O=CN1C(=O)[C@@H]1Br. The energy above the lowest of the compared OMol25 structures with the same formula, charge and spin is 34.9 kcal/mol. As for the LUMO energy: 0.002 eV. As for the total energy: -78768.595 eV.



[4]
Density functional theory data (the ωB97M-V functional and the def2-TZVPD basis) for 2 unconnected molecules or ions with the total composition C5H11NO.

Each line ends with the Mulliken charge.
Cartesian coordinates (Å):
O: 1.536 0.485 -0.404  -0.63
N: -0.271 1.293 -1.377  -0.23
C: -0.455 -0.776 -0.020  -0.42
C: 0.139 -1.778 0.934  -0.31
C: -1.618 1.798 -1.292  -0.79
C: 0.318 0.384 -0.477  0.44
C: 0.717 -1.506 2.336  -1.32
H: -0.751 0.266 1.419  0.17
H: 0.500 1.939 -1.539  0.26
H: -0.655 -2.522 1.087  0.29
H: -1.374 -1.095 -0.511  0.30
H: 0.954 -2.258 0.377  0.29
H: -2.048 1.905 -2.287  0.28
H: -1.704 2.791 -0.831  0.25
H: 1.316 -2.365 2.645  0.35
H: -2.265 1.120 -0.734  0.31
H: -0.126 -1.329 3.016  0.39
H: 1.411 -0.675 2.282  0.36

Atoms 1-3, force components in eV/Å:
O -0.018 -0.549 1.136
N 0.454 -0.441 1.215
C -0.666 2.690 5.323

The calculation puts the highest occupied orbital energy at -9.411 eV. The energy above the lowest of the compared OMol25 structures with the same formula, charge and spin is 87.9 kcal/mol. As for the LUMO energy: -0.088 eV. As for the total energy: -8897.887 eV.



Q: The lowest energy above the lowest of the compared OMol25 structures with the same formula, charge and spin belongs to which entry?
A: C33H67N2O4PtSSbSi6